# C6H6N

A gas-phase ion, C6H6N (charge +1) at a distorted geometry (wB97M-V/def2-TZVPD, the OMol25 dataset).

Geometry as XYZ:
```
13
Properties=species:S:1:pos:R:3:forces:R:3
C -1.4810 0.9110 -0.3271 -1.5 -1.5 2.0
C -0.2371 0.8188 -0.6258 0.9 0.5 -0.7
C -2.3042 -0.8021 1.0576 0.1 -0.4 -0.1
C -2.5200 0.5271 0.3641 0.8 1.2 -1.8
C 0.9647 0.7617 -0.8225 1.7 0.7 0.0
C 2.3613 0.9316 -1.1113 0.9 -1.7 2.6
N -1.2459 -1.4420 1.1209 1.8 0.9 -1.0
H -3.1794 -1.2195 1.4186 -2.2 -0.5 0.7
H -3.4579 1.0556 0.1895 -0.2 -0.5 0.7
H -1.2207 -2.3821 1.4826 -0.6 -0.1 0.5
H 2.8189 1.8667 -0.9104 -0.3 1.3 0.6
H 2.5480 0.7131 -2.0763 0.2 -0.6 -3.8
H 3.1458 0.2076 -0.6884 -1.7 0.5 0.3
```
Positions in Å, forces in eV/Å.

## Properties
- HOMO: -14.47 eV
- Lowest unoccupied orbital energy: -7.157 eV
- Energy above the lowest of the compared OMol25 structures with the same formula, charge and spin: 76.32 kcal per mole
- DFT total energy: -286.51364 a.u.
- Total charge: +1
- Largest force on an atom: 3.9 eV/A
- Kohn-Sham gap: 7.3 eV

Atomic partial charges in e from the Löwdin method, atoms 1 to 2:
1 C 0.1200
2 C 0.0471

***

# C6H6N

A gas-phase ion, C6H6N (charge +1) at a distorted geometry (wB97M-V/def2-TZVPD, the OMol25 dataset).

Geometry as XYZ:
```
13
Properties=species:S:1:pos:R:3:forces:R:3
C -3.5935 -0.3127 -0.0972 -1.0 2.7 1.4
C -3.1115 0.7844 0.6082 -2.3 -2.5 -2.4
C 0.2174 -1.4304 0.2331 0.7 -0.7 1.2
C 0.4684 -0.2531 -0.5506 0.1 1.1 -1.9
C -2.2221 -0.2257 0.1329 5.4 -1.0 0.5
C -0.8478 -0.6686 0.0629 -1.8 0.6 -0.7
N 1.2097 0.8434 0.1437 1.0 0.3 3.5
H -4.2928 -0.8834 -0.7125 0.1 0.2 0.6
H 0.8502 -2.0061 0.9336 -1.0 -0.4 -0.9
H 0.7767 -0.1005 -1.6203 -0.7 -1.0 0.8
H 1.7808 1.4747 -0.4345 0.1 -0.6 0.1
H 1.7654 0.3783 0.9666 -0.6 1.4 -2.1
H 0.5607 1.4565 0.6508 0.0 0.0 -0.2
```
Positions in Å, forces in eV/Å.

## Properties
- HOMO (spin up / spin down): -9.92 / -14.45 eV
- Lowest unoccupied orbital energy (spin up / spin down): -3.491 / -6.236 eV
- Energy above the lowest of the compared OMol25 structures with the same formula, charge and spin: 74.11 kcal per mole
- ⟨S²⟩: 2.024
- DFT total energy: -286.37374 a.u.
- Total charge: +1
- Largest force on an atom: 5.6 eV/A
- Multiplicity: 3
- Kohn-Sham gap (spin up / spin down): 6.4 / 8.2 eV

Atomic partial charges in e from the Löwdin method, atoms 1 to 2:
1 C 0.0776
2 C 0.2398

***

# C6H6N2

A single C6H6N2 molecule at a distorted geometry (wB97M-V/def2-TZVPD, the OMol25 dataset).

Geometry as XYZ:
```
14
Properties=species:S:1:pos:R:3:forces:R:3
H 1.0434 -2.7404 -0.4540 0.3 -0.5 1.0
N 1.5226 -1.8621 -0.2695 1.1 0.2 -1.8
C 0.5992 -1.0264 -0.1005 -0.8 1.3 0.3
N -0.6169 -1.4988 0.3325 -2.8 -2.9 0.2
C -1.7152 -0.9126 0.1119 -0.4 2.5 -2.0
C -1.6804 0.5372 -0.3037 -1.9 -1.3 0.5
C -0.5706 1.2289 -0.2290 2.2 1.4 2.8
C 0.6337 0.4491 -0.1624 6.7 1.5 1.4
C 1.9421 1.0529 0.1084 -9.7 4.1 1.1
H -2.8142 -1.2470 0.1496 2.0 -0.5 0.7
H -2.6311 0.9966 -0.2845 -0.9 0.7 0.0
H -0.4186 2.2271 0.3390 -0.8 -1.0 -2.2
H 1.8892 2.1632 0.6410 0.2 -2.7 -2.1
H 2.8169 0.6323 0.1210 4.6 -2.9 0.1
```
Positions in Å, forces in eV/Å.

## Properties
- HOMO: -8.63 eV
- Lowest unoccupied orbital energy: -1.086 eV
- Energy above the lowest of the compared OMol25 structures with the same formula, charge and spin: 83.61 kcal per mole
- DFT total energy: -341.58931 a.u.
- SMILES: [H]/N=C1\N=CC=CC1=C
- Largest force on an atom: 10.6 eV/A
- Kohn-Sham gap: 7.5 eV

Atomic partial charges in e from the Löwdin method, atoms 1 to 2:
1 H 0.0592
2 N 0.1534

***

# C6H6N2

A gas-phase ion, C6H6N2 (charge +2) at a distorted geometry (wB97M-V/def2-TZVPD, the OMol25 dataset).

Geometry as XYZ:
```
14
Properties=species:S:1:pos:R:3:forces:R:3
C -0.7239 1.1131 -0.0125 -0.1 -0.1 -0.3
C -2.9847 1.1016 -0.1171 0.6 3.3 -0.2
C -2.5658 -1.0881 -0.0381 3.1 1.3 -0.4
C -1.2635 -1.3755 0.0607 -1.9 1.9 0.0
C -0.4060 -0.1728 -0.0518 -0.7 0.6 -1.1
C 1.1523 -0.2184 -0.2299 -1.1 -4.8 -1.0
N -3.2531 -0.0357 0.0388 -2.3 -3.2 0.5
N 1.8992 0.9761 0.0343 0.2 2.6 0.7
H -0.9546 -2.3139 0.3032 1.3 -2.7 0.5
H 1.5109 -0.9723 -1.1193 -0.8 2.6 1.8
H 1.3279 -0.7909 0.6626 0.6 -0.7 0.3
H 2.7749 0.6288 0.4543 0.1 0.7 -0.1
H 1.3393 1.5371 0.7956 1.5 -0.7 -1.6
H 2.1472 1.6110 -0.7808 -0.6 -0.7 1.0
```
Positions in Å, forces in eV/Å.

## Properties
- HOMO: -19.48 eV
- Lowest unoccupied orbital energy: -12.587 eV
- Energy above the lowest of the compared OMol25 structures with the same formula, charge and spin: 197.65 kcal per mole
- DFT total energy: -340.65652 a.u.
- Total charge: +2
- Largest force on an atom: 5.0 eV/A
- Kohn-Sham gap: 6.9 eV

Atomic partial charges in e from the Löwdin method, atoms 1 to 2:
1 C 0.2699
2 C 0.3514

***

# C6H6N2O

A single C6H6N2O molecule at a distorted geometry (wB97M-V/def2-TZVPD, the OMol25 dataset).

Geometry as XYZ:
```
15
Properties=species:S:1:pos:R:3:forces:R:3
C -0.1468 -1.3033 -2.2596 0.2 -0.9 -1.9
C -0.0856 -0.6450 -1.0991 -2.5 0.4 4.0
C 0.4703 0.1819 -0.2527 0.3 0.0 -0.6
C -2.0304 -1.0441 0.7061 0.4 -1.1 -2.4
C -0.1599 0.5320 1.0839 0.3 0.1 -0.2
C 1.7894 0.8825 -0.5068 -0.1 0.0 0.0
N -0.2758 -1.8928 -3.2525 0.1 0.1 0.2
N -1.4060 -0.1561 1.4017 0.4 0.8 0.9
O -2.9539 -1.7721 0.6417 1.0 0.9 0.3
H 0.5623 0.3065 1.8780 -0.1 0.1 0.0
H -0.3579 1.6113 1.1083 0.1 -0.1 0.0
H 1.7370 1.4866 -1.4121 0.0 0.0 0.0
H 2.5736 0.1427 -0.6586 0.1 0.0 0.0
H 2.0732 1.5256 0.3214 0.1 0.1 0.1
H -1.7895 0.1444 2.3004 -0.2 -0.4 -0.3
```
Positions in Å, forces in eV/Å.

## Properties
- HOMO (spin up / spin down): -7.77 / -7.77 eV
- Lowest unoccupied orbital energy (spin up / spin down): -0.725 / -0.725 eV
- Energy above the lowest of the compared OMol25 structures with the same formula, charge and spin: 79.93 kcal per mole
- DFT total energy: -416.84631 a.u.
- Largest force on an atom: 4.7 eV/A
- Kohn-Sham gap (spin up / spin down): 7.0 / 7.0 eV

Atomic partial charges in e from the Löwdin method, atoms 1 to 2:
1 C -0.2934
2 C -0.0161

***

# C6H6N2O2

A single C6H6N2O2 molecule at a distorted geometry (wB97M-V/def2-TZVPD, the OMol25 dataset).

Geometry as XYZ:
```
16
Properties=species:S:1:pos:R:3:forces:R:3
C 0.9691 -1.4541 2.0446 0.5 -0.3 2.4
C -0.1714 -0.8932 1.8506 2.5 -1.7 1.2
N -0.9540 -0.1349 1.3091 -4.7 2.3 0.8
O -2.1948 -0.0823 1.2308 -2.7 -3.3 -0.4
O -0.6101 1.1388 1.1675 4.0 3.8 -3.0
C -0.0829 1.2673 -0.2906 0.1 0.4 6.3
C -0.9758 0.8221 -1.2780 -4.1 -0.7 -2.0
C -0.2410 0.1078 -2.1439 -1.3 -0.2 0.2
C 1.0655 0.0179 -1.4755 2.6 -3.0 -0.8
N 1.0949 0.4384 -0.2553 1.1 1.6 -3.0
H 1.4935 -1.4777 3.0501 -0.9 -0.1 -1.4
H 1.3635 -1.9706 1.2245 1.0 -0.7 -1.0
H 0.0786 2.3398 -0.3651 0.6 0.1 0.1
H -2.1233 0.9827 -1.1740 2.4 -0.2 -0.6
H -0.6727 -0.5133 -2.9398 0.8 0.6 0.1
H 1.9611 -0.5886 -1.9549 -1.8 1.3 1.2
```
Positions in Å, forces in eV/Å.

## Properties
- HOMO: -8.63 eV
- Lowest unoccupied orbital energy: -0.148 eV
- Energy above the lowest of the compared OMol25 structures with the same formula, charge and spin: 208.69 kcal per mole
- DFT total energy: -491.91089 a.u.
- SMILES: C=C=[N+]([O-])O[C@@H]1C=CC=N1
- Largest force on an atom: 6.3 eV/A
- Kohn-Sham gap: 8.5 eV

Atomic partial charges in e from the Löwdin method, atoms 1 to 2:
1 C 0.0773
2 C -0.0382